Record 1
Here is the molecule C5H6N2 from the OMol25 dataset. Energies are from ωB97M-V with the def2-TZVPD basis set.

## Properties
* net charge: 0
* LUMO level: 0.604 eV
* E: -8258.269 eV

Geometry as XYZ:
```
13
Properties=species:S:1:pos:R:3:forces:R:3
C 0.48470 1.13776 -0.67195 0.1 0.2 0.0
C 0.46207 -0.13316 -1.57800 0.0 -0.1 -0.2
C -0.08113 -0.82660 -0.33790 0.1 0.3 0.1
N -0.54677 -1.94063 0.22689 -0.1 0.0 0.2
C -0.93018 -1.59431 1.49948 -0.1 -0.1 -0.6
C -0.58907 -0.11624 1.68581 0.0 -0.2 0.5
N -0.04368 0.26368 0.39910 0.0 -0.4 -0.1
H -0.20119 1.93769 -0.96225 0.1 -0.1 0.0
H 1.47368 1.54523 -0.44942 -0.1 -0.1 0.0
H -0.23762 -0.09179 -2.41532 0.1 0.0 0.1
H 1.43605 -0.48410 -1.92297 -0.1 0.0 0.1
H 0.16114 -0.21956 2.47646 0.3 0.4 0.0
H -1.38800 0.52203 2.05005 -0.1 0.0 0.0
```
Positions in Å, forces in eV/Å.

Record 2
Here is a 4-piece molecular cluster, C13H31BBrN3O4 overall from the OMol25 dataset. Energies are from ωB97M-V with the def2-TZVPD basis set.

## Properties
* net charge: 0
* SMILES: CCCCOBBr.CN(C)C=O.CN(C)C=O.CN(C)C=O
* LUMO level: 0.358 eV
* E: -97364.181 eV

Geometry as XYZ:
```
53
Properties=species:S:1:pos:R:3:forces:R:3
C 1.58069 -5.61182 5.19620 -0.8 0.1 -0.3
C 1.08055 -4.45504 4.30128 0.6 -0.2 0.0
C 2.04684 -4.16490 3.13218 0.2 0.1 0.2
C 2.70714 -2.82297 3.38929 -1.2 -0.2 -0.4
O 3.78600 -2.57622 2.45950 0.2 0.4 0.9
B 4.52859 -1.53112 2.90491 -0.1 -0.2 -0.5
Br 3.77253 0.27828 2.87267 0.4 -0.3 0.1
H 1.02827 -6.51425 4.93842 0.1 -0.2 0.1
H 2.63192 -5.83203 5.04498 0.2 0.2 0.2
H 1.36946 -5.38925 6.23839 0.2 -0.1 0.2
H 0.98732 -3.55609 4.90956 0.0 0.1 0.0
H 0.08105 -4.65819 3.93057 -0.1 -0.1 0.0
H 1.53782 -4.15867 2.17072 0.0 0.1 -0.1
H 2.83422 -4.91468 3.07207 0.0 -0.2 0.0
H 3.01835 -2.77449 4.43751 0.4 0.0 -0.1
H 1.93437 -2.05859 3.26835 0.1 0.2 0.0
H 5.62373 -1.70182 3.32338 0.2 0.3 -0.1
C 0.76400 1.60859 0.42890 -0.1 0.0 0.0
N -0.24777 1.20550 1.37903 0.1 0.1 -0.1
C -1.61448 1.62091 1.10831 -0.1 -0.2 0.3
C 0.02767 0.46913 2.47326 0.1 -0.1 0.0
O -0.79880 0.10842 3.29069 -0.1 0.0 0.0
H 0.80102 2.69869 0.36557 0.1 0.0 -0.1
H 0.52178 1.21107 -0.55994 0.1 0.1 -0.1
H 1.74640 1.24081 0.71829 0.0 -0.1 0.1
H -1.99572 2.23264 1.92688 0.0 0.0 0.0
H -2.25594 0.74662 1.00844 -0.1 0.1 -0.1
H -1.64008 2.19287 0.18531 0.0 0.0 0.0
H 1.09735 0.21183 2.56933 -0.2 0.1 -0.1
C -3.55747 3.76698 -3.67763 -0.1 0.0 0.1
N -4.24458 3.01030 -2.64731 0.1 0.1 -0.1
C -5.64630 3.27823 -2.37701 0.1 -0.1 0.1
C -3.61868 2.06076 -1.92846 0.2 -0.1 0.0
O -4.13341 1.39230 -1.05099 -0.1 0.1 0.0
H -3.58044 4.83156 -3.43572 0.0 0.0 -0.1
H -4.04572 3.61147 -4.64204 0.0 0.1 0.0
H -2.51949 3.44573 -3.75209 0.0 0.0 0.0
H -5.77319 3.58705 -1.33878 -0.1 0.0 0.0
H -6.23601 2.37495 -2.53738 -0.1 0.0 0.0
H -6.00159 4.06597 -3.03648 0.0 0.0 0.0
H -2.55884 1.93891 -2.21498 0.0 0.0 0.0
C 2.55641 0.39695 -4.26662 -0.2 -0.1 0.1
N 1.23695 0.94022 -4.01054 0.1 0.1 0.0
C 0.16988 0.05712 -3.57637 -0.1 0.2 0.0
C 0.95317 2.24849 -4.15826 0.1 0.0 0.0
O -0.13842 2.74537 -3.94984 -0.1 0.0 0.0
H 2.50354 -0.35563 -5.05573 0.1 0.0 0.0
H 2.95200 -0.06590 -3.36035 0.1 0.0 0.0
H 3.23290 1.18880 -4.58098 0.0 0.0 0.0
H -0.65129 0.09833 -4.29286 -0.1 -0.1 0.1
H -0.20490 0.39463 -2.60947 -0.1 -0.1 0.0
H 0.53251 -0.96396 -3.49405 0.1 0.0 0.0
H 1.81869 2.84614 -4.49011 0.0 0.0 0.0
```
Positions in Å, forces in eV/Å.